C2H7N3O2 | ωB97M-V with the def2-TZVPD basis set

XYZ file:
```
14
C2H7N3O2 | OMol25 | ωB97M-V with the def2-TZVPD basis set
C -1.72394 0.49304 -0.78674
C -0.38859 -1.20685 0.30667
N 1.31691 -0.87325 -0.52676
N 1.95347 0.01614 -0.12023
N -0.99238 0.02874 0.41660
O 3.02080 0.50726 -0.47360
O 1.49732 0.71392 1.30407
H -2.15922 1.54235 -0.65611
H -1.03730 0.56363 -1.57345
H -2.45525 -0.14714 -1.21080
H -0.74163 -2.06357 -0.42408
H 0.03132 -1.69220 1.22536
H -0.51576 0.76549 0.98342
H 2.19425 1.35245 1.53565
```

Summary:
**E_HOMO**: -9.21 eV
**LUMO energy**: 0.018 hartree
**Strongest force on any atom**: 0.0678 Eh/bohr
**HOMO-LUMO gap**: 9.7 eV
**Spin multiplicity**: 1


C2H7N3O2 | ωB97M-V with the def2-TZVPD basis set

XYZ file:
```
14
C2H7N3O2 | OMol25 | ωB97M-V with the def2-TZVPD basis set
C 1.33153 -0.51439 3.72981
C 0.54729 0.65042 -0.47005
N -0.73251 1.29469 -0.14769
N 0.92808 -0.49947 0.47586
N -0.15306 -1.36393 0.62750
O 2.13334 0.26512 3.94677
O 0.60368 -1.31613 3.33573
H 1.26534 1.41749 -0.36698
H 0.47264 0.25885 -1.49171
H -1.39337 0.48275 -0.05503
H -0.69343 1.57667 0.80449
H -0.56575 -1.70743 -0.28670
H 0.07351 -2.06581 1.31645
H -1.05537 -0.82783 1.17430
```

Summary:
**E_HOMO**: -7.23 eV
**LUMO energy**: 0.010 hartree
**Strongest force on any atom**: 0.0776 Eh/bohr
**HOMO-LUMO gap**: 7.5 eV
**Spin multiplicity**: 1


C2H7N3OS | ωB97M-V with the def2-TZVPD basis set

XYZ file:
```
14
C2H7N3OS | OMol25 | ωB97M-V with the def2-TZVPD basis set
C 1.13892 0.03705 0.76525
N 0.22386 -0.81024 0.00558
S 0.33614 -2.50941 0.24434
C -1.03680 -0.33408 -0.19253
O -2.01654 -0.92140 -0.01454
N -1.09143 0.97870 -0.60789
N -0.05731 1.43195 -1.31459
H 0.88706 1.17168 0.67614
H 0.82171 -0.26051 1.96311
H 2.24780 -0.29686 0.51683
H -0.42097 -2.52010 1.40297
H -1.93193 1.35918 -0.79095
H 0.33428 0.69715 -1.89115
H 0.56521 1.97689 -0.76257
```

Summary:
**SMILES**: CN(S)C(=O)NN
**E_HOMO**: -9.27 eV
**LUMO energy**: 0.025 hartree
**Strongest force on any atom**: 0.1118 Eh/bohr
**HOMO-LUMO gap**: 10.0 eV
**Spin multiplicity**: 1


C2H7N3OS | ωB97M-V with the def2-TZVPD basis set

XYZ file:
```
14
C2H7N3OS | OMol25 | ωB97M-V with the def2-TZVPD basis set
C 0.15120 2.15906 0.56753
S -0.47313 1.33203 -0.89882
C -0.15029 -0.37497 -0.45785
N 0.75705 -1.07312 -1.01883
O 1.49390 -0.54219 -2.08481
N -0.84994 -0.89053 0.61779
N -0.73791 -2.27491 0.84029
H -0.17446 3.19661 0.55617
H 1.24459 2.16213 0.55499
H -0.26651 1.65542 1.47523
H 1.13294 0.32796 -2.33343
H -1.82578 -0.63169 0.71463
H 0.00637 -2.37154 1.51221
H -0.30801 -2.67426 -0.04510
```

Summary:
**SMILES**: CS/C(=N\O)NN
**E_HOMO**: -8.85 eV
**LUMO energy**: 0.023 hartree
**Strongest force on any atom**: 0.0361 Eh/bohr
**HOMO-LUMO gap**: 9.5 eV
**Spin multiplicity**: 1


C2H7N3P | ωB97M-V with the def2-TZVPD basis set

XYZ file:
```
13
C2H7N3P | OMol25 | ωB97M-V with the def2-TZVPD basis set
C -0.40010 0.51597 0.73031
C 1.17923 -0.60407 -0.78857
N -1.59243 -1.11024 -0.79943
N 0.80069 0.25072 0.32302
N -0.74608 1.28169 1.71328
P -0.37142 -1.01718 -1.76622
H 1.86258 -0.07141 -1.45786
H 1.67507 -1.51203 -0.42513
H -1.61417 -1.77930 -0.03951
H 1.62501 0.64678 0.78047
H -1.72178 1.44097 1.91381
H -0.08166 1.79450 2.28867
H -0.61493 0.16361 -2.47283
```

Summary:
**E_HOMO (alpha / beta)**: -14.01 / -13.17 eV
**LUMO energy (alpha / beta)**: -0.216 / -0.225 hartree
**Strongest force on any atom**: 0.0355 Eh/bohr
**Charge**: +1
**HOMO-LUMO gap (alpha / beta)**: 8.1 / 7.1 eV
**Spin multiplicity**: 1


C2H7N3S | ωB97M-V with the def2-TZVPD basis set

XYZ file:
```
13
C2H7N3S | OMol25 | ωB97M-V with the def2-TZVPD basis set
H 2.03594 -1.39724 -0.04390
N 1.55228 -0.66040 0.39119
C 0.53490 -0.40680 -0.31874
C 0.04389 -0.98268 -1.70860
N -1.37210 -1.32097 -1.38772
N -0.29322 0.52800 0.15757
S -0.06669 1.52353 1.43105
H 0.08568 -0.01460 -2.36832
H 0.81689 -1.83481 -2.11516
H -1.46207 -1.88286 -0.45324
H -1.89573 -1.78820 -2.22086
H -1.27348 0.46916 -0.14099
H 0.07843 0.58248 2.48239
```

Summary:
**SMILES**: [H]/N=C(\CN)NS
**E_HOMO**: -8.63 eV
**LUMO energy**: 0.028 hartree
**Strongest force on any atom**: 0.0698 Eh/bohr
**HOMO-LUMO gap**: 9.4 eV
**Spin multiplicity**: 1


Please write out number 5 again, unchanged.
C2H7N3P | ωB97M-V with the def2-TZVPD basis set

XYZ file:
```
13
C2H7N3P | OMol25 | ωB97M-V with the def2-TZVPD basis set
C -0.40010 0.51597 0.73031
C 1.17923 -0.60407 -0.78857
N -1.59243 -1.11024 -0.79943
N 0.80069 0.25072 0.32302
N -0.74608 1.28169 1.71328
P -0.37142 -1.01718 -1.76622
H 1.86258 -0.07141 -1.45786
H 1.67507 -1.51203 -0.42513
H -1.61417 -1.77930 -0.03951
H 1.62501 0.64678 0.78047
H -1.72178 1.44097 1.91381
H -0.08166 1.79450 2.28867
H -0.61493 0.16361 -2.47283
```

Summary:
**E_HOMO (alpha / beta)**: -14.01 / -13.17 eV
**LUMO energy (alpha / beta)**: -0.216 / -0.225 hartree
**Strongest force on any atom**: 0.0355 Eh/bohr
**Charge**: +1
**HOMO-LUMO gap (alpha / beta)**: 8.1 / 7.1 eV
**Spin multiplicity**: 1


Repeat the third record exactly.
C2H7N3OS | ωB97M-V with the def2-TZVPD basis set

XYZ file:
```
14
C2H7N3OS | OMol25 | ωB97M-V with the def2-TZVPD basis set
C 1.13892 0.03705 0.76525
N 0.22386 -0.81024 0.00558
S 0.33614 -2.50941 0.24434
C -1.03680 -0.33408 -0.19253
O -2.01654 -0.92140 -0.01454
N -1.09143 0.97870 -0.60789
N -0.05731 1.43195 -1.31459
H 0.88706 1.17168 0.67614
H 0.82171 -0.26051 1.96311
H 2.24780 -0.29686 0.51683
H -0.42097 -2.52010 1.40297
H -1.93193 1.35918 -0.79095
H 0.33428 0.69715 -1.89115
H 0.56521 1.97689 -0.76257
```

Summary:
**SMILES**: CN(S)C(=O)NN
**E_HOMO**: -9.27 eV
**LUMO energy**: 0.025 hartree
**Strongest force on any atom**: 0.1118 Eh/bohr
**HOMO-LUMO gap**: 10.0 eV
**Spin multiplicity**: 1